1.
# CH4N2O2S

A 2-piece molecular cluster, CH4N2O2S overall (ωB97M-V with the def2-TZVPD basis set, the OMol25 dataset).

## Properties
Frontier orbital gap, eV: 9.426
2S+1: 1
Structure (SMILES): N=C=S.ONO
E_tot, eV: -19008.0571
Maximum force, eV Å⁻¹: 4.12
Lowest unoccupied orbital energy, eV: -0.045
HOMO energy, eV: -9.471

Each line ends with the Löwdin charge.
CARTESIAN COORDINATES (ANGSTROEM)
C 0.5908 1.9250 0.3295  -0.796
N -0.4596 2.3430 0.6952  0.135
N 0.2478 -1.3110 0.0223  -0.126
O -1.0469 -0.6739 -0.0690  -0.082
O 0.3470 -2.1668 -1.0539  -0.052
S 2.1893 2.1872 -0.0120  0.608
H 0.8452 -0.4267 -0.1573  0.091
H -1.5568 -0.9969 0.6326  0.047
H -1.4248 2.2065 0.4449  0.094
H 0.2681 -3.0863 -0.8323  0.082


2.
# C10H19ClNO6RuSbSe3Te

C10H19ClNO6RuSbSe3Te as an isolated structure (ωB97M-V with the def2-TZVPD basis set, the OMol25 dataset).

## Properties
Net charge: -1
Frontier orbital gap (alpha / beta), eV: 5.686 / 4.118
2S+1: 6
<S²>: 8.78
E_tot, eV: -249418.3053
Maximum force, eV Å⁻¹: 6.69
Lowest unoccupied orbital energy (alpha / beta), eV: 1.517 / -0.055
HOMO energy (alpha / beta), eV: -4.169 / -4.173

Each line ends with the Löwdin charge.
CARTESIAN COORDINATES (ANGSTROEM)
Ru 2.7616 -1.9243 1.9182  0.452
Se 2.0234 -3.0011 3.8737  0.094
Se 3.8668 -4.3694 3.7454  -0.087
Te 5.0174 -2.3854 2.8389  0.295
Se 4.2884 -0.0245 1.7857  0.015
O -0.1461 -1.0225 3.7193  -0.439
Cl -0.4134 -0.6116 2.3248  0.616
O -0.8955 -1.6584 1.5227  -0.335
O 0.8210 -0.1354 1.6819  -0.551
O -1.3729 0.5131 2.4452  -0.448
O 2.2419 -4.6991 0.6567  -0.045
C 1.7681 -3.7546 -0.0376  -0.446
C 0.8223 -3.9180 -1.1675  -0.127
C 0.3132 -2.5384 -1.5558  -0.086
C 1.3922 -1.6446 -0.8364  -0.447
O 1.7255 -0.4914 -1.1469  -0.008
N 1.9540 -2.3572 0.2765  -0.144
H 0.0412 -4.6104 -0.9944  0.108
H 1.4449 -4.2822 -2.0217  0.138
H -0.7271 -2.2653 -1.1617  0.129
H 0.2776 -2.4008 -2.6851  0.128
C -1.8478 2.0538 -2.9026  -0.261
C -0.5656 2.3997 -2.1417  -0.416
Sb -0.8264 1.4655 -0.0290  1.507
C 0.3418 3.0007 1.2123  -0.400
C 1.6829 3.2289 0.5150  -0.225
C -3.1368 1.7430 0.0380  -0.400
C -3.8206 0.6292 -0.7399  -0.221
H -1.8456 2.4184 -3.9834  0.075
H -2.6657 2.5674 -2.4486  0.025
H -2.0040 0.9883 -2.9362  0.041
H -0.4130 3.5052 -2.0300  0.041
H 0.3186 1.8853 -2.5155  0.016
H 0.4795 2.7134 2.2698  0.042
H -0.2019 3.9682 1.1317  0.033
H 2.3090 2.3168 0.7951  0.047
H 2.2056 4.1596 0.8144  0.065
H 1.5548 3.1663 -0.5486  0.020
H -3.3253 2.7553 -0.1753  0.003
H -3.2114 1.6030 1.1550  0.033
H -3.8589 0.8385 -1.8462  0.060
H -4.8201 0.5701 -0.3427  0.042
H -3.5536 -0.3951 -0.4733  0.060


3.
# C9H20BCl2O5PS

A 2-piece molecular cluster, C9H20BCl2O5PS overall (ωB97M-V with the def2-TZVPD basis set, the OMol25 dataset).

## Properties
Frontier orbital gap, eV: 9.036
2S+1: 1
Structure (SMILES): CCCOB([PH2]=O)/C(Cl)=C(/C)Cl.CCOS(C)(=O)=O
E_tot, eV: -65740.4419
Maximum force, eV Å⁻¹: 0.48
Lowest unoccupied orbital energy, eV: -0.318
HOMO energy, eV: -9.354

Each line ends with the Löwdin charge.
CARTESIAN COORDINATES (ANGSTROEM)
C -6.3668 1.1405 -0.7802  -0.096
C -5.0220 1.7245 -1.2041  -0.226
C -3.8568 0.8011 -0.9232  -0.188
O -3.9765 0.2351 0.3913  0.004
B -2.9806 -0.2637 1.1285  -0.595
P -3.5822 -1.8008 2.2079  0.707
O -4.4252 -2.7678 1.4497  -0.468
C -1.5063 0.2580 1.1656  -0.577
Cl -0.2945 -1.0137 1.1782  0.723
C -1.0394 1.5096 1.2386  -0.722
C 0.3972 1.9210 1.3044  -0.119
Cl -2.1715 2.8285 1.3112  0.743
H -6.4468 1.1056 0.3054  0.073
H -7.1869 1.7483 -1.1630  0.072
H -6.4989 0.1211 -1.1475  0.082
H -5.0209 1.9401 -2.2747  0.114
H -4.8513 2.6663 -0.6765  0.104
H -3.8406 -0.0377 -1.6228  0.139
H -2.9082 1.3337 -1.0066  0.104
H -4.2042 -1.2204 3.3378  -0.004
H -2.4389 -2.3594 2.8107  -0.021
H 0.9798 1.2083 1.8847  0.064
H 0.4921 2.9093 1.7473  0.070
H 0.8182 1.9619 0.2968  0.097
O 3.7224 0.4558 -0.4163  -0.285
S 4.1502 -0.8683 -0.0672  0.556
O 4.8985 -1.0502 1.1387  -0.273
O 4.9321 -1.4922 -1.2951  -0.265
C 6.0276 -0.7195 -1.8552  -0.243
C 7.2668 -0.7331 -0.9896  -0.072
C 2.7777 -1.9611 -0.0772  -0.140
H 5.6705 0.2933 -2.0444  0.113
H 6.2088 -1.2007 -2.8137  0.121
H 7.1026 -0.2207 -0.0438  0.072
H 8.0725 -0.2286 -1.5239  0.082
H 7.5739 -1.7560 -0.7734  0.086
H 2.2225 -1.8208 -1.0003  0.077
H 2.1747 -1.6641 0.7770  0.011
H 3.1306 -2.9834 0.0249  0.080


4.
# C39H23F15GeMnN4OS

C39H23F15GeMnN4OS as an isolated structure (ωB97M-V with the def2-TZVPD basis set, the OMol25 dataset).

## Properties
Net charge: +1
Frontier orbital gap (alpha / beta), eV: 7.007 / 7.962
2S+1: 5
<S²>: 6.45
E_tot, eV: -188251.9633
Maximum force, eV Å⁻¹: 1.44
Lowest unoccupied orbital energy (alpha / beta), eV: -3.805 / -2.921
HOMO energy (alpha / beta), eV: -10.812 / -10.883

Each line ends with the Löwdin charge.
CARTESIAN COORDINATES (ANGSTROEM)
Mn -0.4699 -0.0758 1.9298  0.583
C -3.2041 -1.3989 0.6129  -0.149
C -2.1532 -2.2766 -0.0593  -0.114
C -1.3511 -3.0470 0.9514  -0.262
C -1.0666 -4.3934 0.7671  0.002
C -0.3947 -5.0887 1.7551  -0.032
C -0.0455 -4.4221 2.9201  -0.036
C -0.3470 -3.0788 3.0168  -0.122
N -0.9678 -2.3867 2.0543  0.066
N -2.6875 -0.0758 1.0092  -0.201
C -2.5994 0.8090 -0.1535  -0.138
C -1.8051 2.0489 0.1576  -0.283
C -1.7975 3.1225 -0.7221  0.008
C -1.0277 4.2302 -0.4212  -0.031
C -0.3167 4.2478 0.7717  -0.025
C -0.3903 3.1417 1.5927  -0.104
N -1.1047 2.0500 1.2944  0.033
C -3.5685 0.5181 2.0231  -0.118
C -3.2268 0.0632 3.4159  -0.240
C -4.2134 -0.2035 4.3529  0.005
C -3.8479 -0.5421 5.6444  -0.028
C -2.5013 -0.6047 5.9644  -0.032
C -1.5811 -0.3351 4.9685  -0.117
N -1.9257 -0.0098 3.7198  0.069
H -4.0729 -1.2657 -0.0441  0.135
H -3.5602 -1.8958 1.5179  0.132
H -2.6434 -2.9753 -0.7379  0.128
H -1.4710 -1.6683 -0.6630  0.059
H -1.3868 -4.8853 -0.1416  0.121
H -0.1603 -6.1373 1.6271  0.119
H 0.4582 -4.9256 3.7330  0.114
H -0.0732 -2.5273 3.9064  0.095
H -2.0992 0.2788 -0.9602  0.093
H -3.5987 1.0940 -0.5112  0.148
H -2.3812 3.0737 -1.6331  0.132
H -0.9913 5.0746 -1.0978  0.121
H 0.2834 5.0996 1.0596  0.118
H 0.1484 3.1215 2.5301  0.093
H -3.4533 1.6023 1.9993  0.134
H -4.6197 0.3029 1.8015  0.138
H -5.2549 -0.1443 4.0657  0.124
H -4.6025 -0.7562 6.3896  0.121
H -2.1661 -0.8634 6.9587  0.116
H -0.5194 -0.3873 5.1830  0.108
F 3.0859 -2.2578 -3.7760  0.112
C 1.7546 -2.3152 -3.8452  -0.205
C 0.9618 -1.3717 -3.2073  -0.115
C -0.4031 -1.5761 -3.3131  -0.240
F -1.2565 -0.7556 -2.6729  0.040
C -0.9701 -2.6195 -4.0180  -0.139
F -2.2928 -2.7658 -4.0648  0.128
C -0.1443 -3.5272 -4.6600  -0.131
F -0.6621 -4.5383 -5.3332  0.155
C 1.2285 -3.3740 -4.5701  -0.134
F 2.0320 -4.2489 -5.1628  0.143
Ge 1.6576 0.0760 -2.0639  0.717
S 0.7578 -0.0453 -0.1188  0.414
C 1.2875 1.8906 -2.7303  -0.130
C 0.3241 2.2355 -3.6588  -0.216
F -0.3978 1.2880 -4.2673  0.105
C 0.0650 3.5464 -4.0237  -0.146
F -0.8774 3.8268 -4.9180  0.136
C 0.7950 4.5696 -3.4411  -0.148
F 0.5538 5.8303 -3.7643  0.147
C 1.7708 4.2627 -2.5053  -0.150
F 2.4607 5.2378 -1.9185  0.132
C 1.9928 2.9389 -2.1700  -0.230
F 2.9016 2.6934 -1.2149  0.092
C 3.6173 0.0171 -2.0276  -0.144
C 4.4157 -0.1887 -0.9171  -0.224
F 3.8841 -0.4334 0.2835  0.070
C 5.7996 -0.1468 -0.9889  -0.136
F 6.5356 -0.3494 0.1007  0.132
C 6.4177 0.1138 -2.1997  -0.128
F 7.7360 0.1576 -2.2754  0.153
C 5.6477 0.3293 -3.3332  -0.136
F 6.2301 0.5778 -4.4991  0.142
C 4.2729 0.2770 -3.2185  -0.236
F 3.5391 0.4833 -4.3259  0.096
C 1.7852 1.5174 3.9101  -0.004
C 1.0235 0.4910 3.1556  -0.346
O 1.2698 -0.6695 3.0121  0.040
H 2.4160 1.0385 4.6577  0.103
H 1.1221 2.2530 4.3591  0.086
H 2.4194 2.0236 3.1760  0.113